Entry 1:
This record from the Open Molecules 2025 dataset describes a single C20H22N2O7S molecule. The level of theory is ωB97M-V with the def2-TZVPD basis set.

Results
net charge	0
relative energy (zero: lowest compared OMol25 entry of this formula, charge and spin)	13.65	kcal per mole
SMILES	O=C(COC(=O)COc1ccccc1)Nc1ccc(S(=O)(=O)N2CCOCC2)cc1
spin multiplicity	1
HOMO-LUMO gap	9.296	eV

Last column: Löwdin charge in e.
Positions of all 52 atoms, in Å:
O -1.934 -3.531 -0.495  0.093
C -2.433 -2.546 -0.008  -0.424
C -3.957 -2.385 0.051  -0.039
O -4.359 -1.045 0.308  0.007
C -5.030 -0.402 -0.654  -0.473
O -5.343 -0.879 -1.709  0.136
C -5.386 1.017 -0.224  -0.083
O -4.573 1.550 0.784  -0.028
C -3.294 1.923 0.466  -0.268
C -2.646 1.612 -0.724  -0.017
C -1.351 2.059 -0.939  -0.071
C -0.697 2.813 0.018  -0.107
C -1.339 3.111 1.211  -0.087
C -2.626 2.667 1.439  -0.009
N -1.771 -1.505 0.555  0.156
C -0.395 -1.306 0.667  -0.191
C 0.038 -0.156 1.330  -0.004
C 1.387 0.116 1.436  -0.058
C 2.304 -0.765 0.895  -0.276
S 4.054 -0.373 0.974  0.669
O 4.244 0.574 2.032  -0.281
O 4.794 -1.599 0.975  -0.277
N 4.442 0.414 -0.436  -0.235
C 3.953 1.757 -0.633  -0.154
C 2.696 1.759 -1.510  -0.190
O 2.925 1.079 -2.725  -0.124
C 3.300 -0.264 -2.503  -0.176
C 4.574 -0.349 -1.655  -0.155
C 1.889 -1.927 0.273  -0.059
C 0.539 -2.203 0.150  0.019
H -4.383 -2.728 -0.898  0.138
H -4.341 -3.012 0.862  0.149
H -5.408 1.655 -1.118  0.149
H -6.395 0.984 0.201  0.152
H -3.137 1.032 -1.492  0.116
H -0.858 1.817 -1.868  0.112
H 0.305 3.168 -0.161  0.095
H -0.835 3.695 1.966  0.110
H -3.145 2.893 2.357  0.121
H -2.345 -0.761 0.935  0.136
H -0.687 0.522 1.754  0.105
H 1.745 0.995 1.947  0.118
H 3.758 2.179 0.352  0.117
H 4.740 2.339 -1.127  0.135
H 2.420 2.778 -1.787  0.128
H 1.861 1.283 -0.971  0.106
H 3.466 -0.696 -3.491  0.130
H 2.477 -0.799 -2.005  0.112
H 4.801 -1.376 -1.372  0.117
H 5.416 0.063 -2.224  0.134
H 2.632 -2.615 -0.100  0.120
H 0.204 -3.103 -0.337  0.106



Entry 2:
This record from the Open Molecules 2025 dataset describes a single C20H22N4O3 molecule. The level of theory is ωB97M-V with the def2-TZVPD basis set.

Results
net charge	0
relative energy (zero: lowest compared OMol25 entry of this formula, charge and spin)	84.91	kcal per mole
SMILES	Cc1ccc(OCc2cc(C(=O)N[C@@H](C)Cc3cnccn3)no2)cc1C
spin multiplicity	1
HOMO-LUMO gap	9.069	eV

Last column: Löwdin charge in e.
Positions of all 49 atoms, in Å:
C -6.057 -1.804 1.362  -0.051
C -5.186 -0.715 0.813  -0.246
C -4.008 -0.367 1.450  -0.034
C -3.180 0.636 0.969  -0.012
C -3.539 1.312 -0.186  -0.251
O -2.823 2.329 -0.768  -0.029
C -1.613 2.726 -0.181  -0.117
C -0.543 1.679 -0.235  -0.243
C 0.434 1.324 0.655  0.062
C 1.127 0.284 -0.011  -0.190
C 2.314 -0.456 0.485  -0.459
O 2.793 -0.253 1.585  0.082
N 2.772 -1.371 -0.394  0.102
C 4.051 -2.018 -0.223  -0.355
C 4.000 -3.431 -0.787  -0.047
C 5.159 -1.182 -0.907  -0.089
C 5.136 0.210 -0.358  -0.280
C 5.910 0.604 0.733  -0.082
N 5.817 1.812 1.256  0.085
C 4.943 2.644 0.709  -0.124
C 4.180 2.268 -0.386  -0.116
N 4.279 1.060 -0.917  0.126
N 0.590 0.060 -1.188  0.128
O -0.436 0.916 -1.332  0.047
C -4.723 0.971 -0.835  0.038
C -5.548 -0.029 -0.353  -0.231
C -6.814 -0.370 -1.077  -0.043
H -6.178 -2.604 0.633  0.081
H -5.623 -2.223 2.266  0.075
H -7.049 -1.420 1.600  0.081
H -3.717 -0.890 2.350  0.112
H -2.271 0.865 1.502  0.103
H -1.751 3.040 0.863  0.143
H -1.296 3.596 -0.769  0.145
H 0.644 1.719 1.625  0.125
H 2.359 -1.365 -1.315  0.139
H 4.240 -2.041 0.856  0.150
H 4.947 -3.938 -0.621  0.079
H 3.211 -3.999 -0.301  0.081
H 3.802 -3.405 -1.856  0.080
H 6.126 -1.650 -0.727  0.120
H 4.960 -1.147 -1.980  0.124
H 6.622 -0.066 1.196  0.117
H 4.866 3.624 1.157  0.101
H 3.471 2.938 -0.855  0.106
H -4.980 1.512 -1.733  0.124
H -6.806 -1.413 -1.392  0.084
H -7.676 -0.229 -0.426  0.084
H -6.936 0.258 -1.955  0.076



Entry 3:
This record from the Open Molecules 2025 dataset describes a molecular structure, C20H22N4O3PPt. The level of theory is ωB97M-V with the def2-TZVPD basis set.

Results
net charge	+3
⟨S²⟩	6.067
spin multiplicity	5
HOMO-LUMO gap (spin up / spin down)	7.273 / 5.595	eV

Last column: Mulliken spin population.
Positions of all 51 atoms, in Å:
Pt -0.630 0.507 -0.126  0.114
C 4.131 -2.444 0.019  0.276
C 3.209 -2.451 -1.055  0.061
C 2.302 -1.444 -1.164  0.160
C 2.316 -0.369 -0.207  0.219
C 3.236 -0.368 0.880  0.027
C 4.140 -1.378 0.980  0.132
N 1.428 0.687 -0.379  0.396
C 1.819 1.947 -0.657  0.228
C 3.158 2.366 -0.876  0.231
C 3.457 3.718 -1.122  0.093
C 2.456 4.654 -1.169  0.214
C 1.086 4.267 -1.002  0.265
C 0.775 2.927 -0.774  0.093
N -0.450 2.410 -0.718  0.400
N -1.567 3.202 -0.829  0.308
C -2.620 2.564 -0.428  0.056
C -3.900 3.220 -0.529  0.229
C -5.019 2.599 -0.047  -0.047
C -4.885 1.348 0.551  0.244
C -3.623 0.711 0.604  0.117
N -2.523 1.252 0.120  0.124
H 4.840 -3.259 0.121  -0.006
H 3.243 -3.246 -1.789  0.004
H 1.602 -1.394 -1.989  -0.004
H 3.214 0.442 1.599  -0.004
H 4.873 -1.377 1.777  0.004
H 3.961 1.639 -0.833  0.004
H 4.485 4.022 -1.266  0.008
H 2.697 5.694 -1.346  0.005
H 0.287 4.995 -1.078  -0.005
H -3.928 4.197 -0.992  0.001
H -5.987 3.074 -0.118  0.003
H -5.740 0.847 0.984  0.001
H -3.526 -0.257 1.068  0.041
C -0.275 -3.642 -1.159  0.001
O -0.086 -2.827 0.036  0.002
P -1.053 -1.681 0.505  0.006
O -1.086 -1.816 2.066  0.001
C 0.082 -1.994 2.905  -0.002
O -2.497 -2.041 0.042  -0.001
C -3.245 -3.212 0.516  0.000
H -0.324 -4.678 -0.843  0.001
H 0.580 -3.502 -1.812  0.000
H -1.188 -3.366 -1.681  0.001
H 0.759 -1.147 2.783  0.000
H 0.579 -2.927 2.654  0.000
H -0.278 -2.025 3.926  0.000
H -4.237 -3.120 0.093  0.000
H -3.279 -3.205 1.603  0.000
H -2.770 -4.120 0.155  0.000



Entry 4:
This record from the Open Molecules 2025 dataset describes a single C20H22N4O4S molecule. The level of theory is ωB97M-V with the def2-TZVPD basis set.

Results
net charge	0
relative energy (zero: lowest compared OMol25 entry of this formula, charge and spin)	51.53	kcal per mole
SMILES	CCc1nnc(NC(=O)c2ccc(S(=O)(=O)N(CC)Cc3ccccc3)cc2)o1
spin multiplicity	1
HOMO-LUMO gap	9.090	eV

Last column: Löwdin charge in e.
Positions of all 51 atoms, in Å:
C -0.753 -1.506 4.160  -0.087
C -0.198 -1.131 2.792  -0.161
C 0.818 -2.106 2.340  -0.325
N 1.423 -3.006 3.032  0.099
N 2.252 -3.677 2.203  0.094
C 2.104 -3.149 1.029  -0.381
N 2.784 -3.553 -0.083  0.199
C 2.662 -3.175 -1.406  -0.412
O 3.502 -3.508 -2.205  0.115
C 1.460 -2.370 -1.758  -0.134
C 0.182 -2.788 -1.395  -0.007
C -0.912 -2.007 -1.723  -0.028
C -0.723 -0.832 -2.424  -0.263
S -2.109 0.261 -2.739  0.686
O -3.295 -0.377 -2.241  -0.282
O -2.071 0.684 -4.106  -0.274
N -1.677 1.555 -1.774  -0.245
C -1.713 2.883 -2.346  -0.240
C -0.474 3.701 -2.000  -0.061
C -2.020 1.418 -0.378  -0.149
C -0.872 1.736 0.546  -0.222
C 0.413 1.288 0.263  -0.043
C 1.464 1.585 1.111  -0.079
C 1.244 2.324 2.262  -0.095
C -0.035 2.765 2.558  -0.083
C -1.085 2.475 1.703  -0.043
C 0.534 -0.440 -2.846  -0.056
C 1.631 -1.215 -2.517  0.011
O 1.215 -2.132 1.029  0.124
H -1.469 -0.756 4.486  0.073
H 0.054 -1.569 4.884  0.075
H -1.246 -2.472 4.120  0.078
H 0.264 -0.140 2.831  0.098
H -0.991 -1.086 2.041  0.121
H 3.547 -4.189 0.123  0.172
H 0.044 -3.718 -0.863  0.132
H -1.916 -2.291 -1.447  0.118
H -2.615 3.415 -2.012  0.126
H -1.778 2.742 -3.426  0.104
H -0.423 3.900 -0.933  0.067
H -0.508 4.649 -2.531  0.076
H 0.426 3.168 -2.293  0.075
H -2.882 2.054 -0.132  0.135
H -2.330 0.378 -0.237  0.118
H 0.584 0.713 -0.633  0.093
H 2.459 1.237 0.874  0.109
H 2.064 2.556 2.925  0.104
H -0.215 3.342 3.453  0.104
H -2.079 2.830 1.935  0.113
H 0.631 0.466 -3.424  0.123
H 2.625 -0.932 -2.827  0.128



no.,E_tot (eV),strongest force on any atom (eV/Å)
1,-49244.7662,1.0
2,-33199.1241,1.2
3,-45706.1165,0.7
4,-46082.3174,1.7